1.
{"formula": "C38H110N10O20", "method": "the ωB97M-V functional and the def2-TZVPD basis", "elements": ["C", "O", "N", "N", "H", "H", "H", "H", "C", "O", "N", "N", "H", "H", "H", "H", "C", "O", "C", "C", "N", "C", "C", "O", "C", "H", "H", "H", "H", "H", "H", "H", "H", "H", "H", "H", "H", "H", "H", "H", "C", "O", "C", "C", "N", "C", "C", "O", "C", "H", "H", "H", "H", "H", "H", "H", "H", "H", "H", "H", "H", "H", "H", "H", "C", "O", "C", "C", "N", "C", "C", "O", "C", "H", "H", "H", "H", "H", "H", "H", "H", "H", "H", "H", "H", "H", "H", "H", "C", "O", "C", "C", "N", "C", "C", "O", "C", "H", "H", "H", "H", "H", "H", "H", "H", "H", "H", "H", "H", "H", "H", "H", "C", "O", "C", "C", "N", "C", "C", "O", "C", "H", "H", "H", "H", "H", "H", "H", "H", "H", "H", "H", "H", "H", "H", "H", "C", "O", "C", "C", "N", "C", "C", "O", "C", "H", "H", "H", "H", "H", "H", "H", "H", "H", "H", "H", "H", "H", "H", "H", "O", "H", "H", "O", "H", "H", "O", "H", "H", "O", "H", "H", "O", "H", "H", "O", "H", "H"], "coordinates": [[-13.655, -5.031, -2.126], [-12.669, -4.424, -2.464], [-13.893, -6.201, -2.459], [-14.679, -4.634, -1.387], [-13.247, -6.695, -3.057], [-14.709, -6.651, -2.069], [-14.617, -3.818, -0.796], [-15.324, -5.347, -1.079], [-18.859, -4.558, -2.912], [-19.560, -5.461, -3.331], [-18.821, -3.276, -3.131], [-17.954, -4.753, -1.956], [-19.312, -2.906, -3.933], [-18.382, -2.725, -2.409], [-17.552, -3.920, -1.550], [-17.807, -5.699, -1.635], [-27.492, -3.900, -1.370], [-27.474, -4.548, -0.153], [-27.550, -3.810, 1.045], [-26.381, -2.804, 1.282], [-25.030, -3.361, 1.143], [-23.935, -2.313, 0.965], [-22.555, -2.794, 1.415], [-21.832, -3.137, 0.313], [-20.490, -3.542, 0.597], [-26.633, -3.269, -1.597], [-28.348, -3.227, -1.432], [-27.418, -4.639, -2.168], [-27.551, -4.467, 1.914], [-28.448, -3.192, 1.074], [-26.398, -2.323, 2.260], [-26.520, -1.961, 0.604], [-24.955, -3.988, 0.354], [-24.167, -1.375, 1.470], [-23.938, -2.245, -0.123], [-22.791, -3.687, 1.994], [-22.124, -2.210, 2.227], [-19.907, -2.671, 0.895], [-20.010, -3.986, -0.276], [-20.440, -4.297, 1.381], [-19.407, 1.339, 2.271], [-18.179, 0.946, 2.786], [-17.232, 2.054, 2.620], [-15.781, 1.789, 2.784], [-14.983, 2.981, 3.101], [-13.719, 2.529, 3.751], [-12.521, 3.545, 3.547], [-11.381, 2.772, 3.804], [-10.139, 3.270, 3.248], [-19.757, 2.240, 2.775], [-20.060, 0.533, 2.606], [-19.434, 1.471, 1.190], [-17.443, 2.831, 3.356], [-17.219, 2.624, 1.691], [-15.370, 1.440, 1.836], [-15.713, 1.019, 3.552], [-15.087, 3.631, 2.335], [-13.388, 1.751, 3.063], [-13.893, 2.008, 4.693], [-12.640, 4.285, 4.338], [-12.438, 3.950, 2.538], [-9.397, 2.509, 3.487], [-9.782, 4.202, 3.687], [-10.260, 3.411, 2.173], [-15.433, 2.095, -2.432], [-15.477, 3.311, -2.963], [-14.276, 3.853, -3.573], [-13.162, 4.099, -2.440], [-13.414, 5.189, -1.556], [-12.324, 5.572, -0.709], [-12.749, 6.624, 0.240], [-13.614, 6.047, 1.309], [-13.467, 6.635, 2.520], [-14.908, 2.325, -1.505], [-14.868, 1.309, -2.933], [-16.450, 1.832, -2.141], [-14.531, 4.822, -4.003], [-13.926, 3.117, -4.296], [-12.198, 4.268, -2.921], [-12.882, 3.165, -1.954], [-13.710, 5.955, -2.143], [-11.454, 5.859, -1.301], [-12.026, 4.696, -0.133], [-13.227, 7.419, -0.332], [-11.810, 7.081, 0.552], [-14.212, 6.159, 3.157], [-13.834, 7.657, 2.426], [-12.422, 6.638, 2.831], [-17.863, -4.520, 7.366], [-17.379, -3.565, 6.444], [-16.001, -3.740, 6.149], [-15.786, -2.775, 5.058], [-14.457, -2.698, 4.376], [-14.307, -3.897, 3.517], [-13.023, -3.824, 2.599], [-13.113, -2.978, 1.509], [-11.974, -2.963, 0.708], [-17.534, -4.137, 8.332], [-17.489, -5.529, 7.192], [-18.952, -4.559, 7.393], [-15.851, -4.715, 5.685], [-15.428, -3.569, 7.060], [-16.166, -1.846, 5.481], [-16.516, -2.967, 4.272], [-14.515, -1.860, 3.814], [-15.136, -4.047, 2.826], [-14.348, -4.866, 4.015], [-12.691, -4.857, 2.493], [-12.220, -3.431, 3.222], [-12.123, -2.384, -0.204], [-11.670, -3.951, 0.362], [-11.064, -2.577, 1.166], [-19.761, -1.036, 6.667], [-20.930, -0.819, 5.914], [-21.206, 0.539, 5.438], [-22.086, 1.207, 6.422], [-21.371, 1.517, 7.646], [-22.162, 1.753, 8.780], [-21.186, 1.994, 9.907], [-20.535, 0.856, 10.304], [-20.038, 0.778, 11.656], [-19.639, -2.119, 6.670], [-20.020, -0.817, 7.703], [-18.847, -0.646, 6.219], [-21.735, 0.501, 4.486], [-20.294, 1.095, 5.221], [-22.899, 0.489, 6.532], [-22.480, 2.178, 6.123], [-20.695, 0.831, 7.947], [-22.745, 0.880, 9.072], [-22.861, 2.581, 8.661], [-21.760, 2.336, 10.768], [-20.375, 2.672, 9.642], [-20.889, 0.351, 12.187], [-19.880, 1.761, 12.101], [-19.244, 0.034, 11.720], [-19.273, 3.137, -1.449], [-19.762, 2.188, -2.396], [-20.773, 1.417, -1.810], [-21.280, 0.331, -2.802], [-21.870, 0.908, -4.051], [-22.226, -0.010, -5.071], [-22.363, 0.744, -6.420], [-21.010, 1.221, -6.751], [-20.670, 1.739, -8.037], [-18.533, 3.687, -2.032], [-18.843, 2.765, -0.519], [-20.090, 3.827, -1.238], [-21.592, 2.104, -1.597], [-20.576, 1.009, -0.819], [-21.879, -0.371, -2.223], [-20.445, -0.276, -3.151], [-21.200, 1.588, -4.381], [-23.113, -0.588, -4.815], [-21.402, -0.720, -5.151], [-22.898, 1.690, -6.337], [-22.794, 0.078, -7.167], [-19.777, 2.363, -8.040], [-21.534, 2.263, -8.447], [-20.703, 0.876, -8.702], [-17.224, -5.963, 2.666], [-17.714, -6.606, 2.154], [-16.357, -6.353, 2.776], [-17.694, -0.505, -1.499], [-18.217, 0.296, -1.472], [-17.331, -0.525, -2.385], [-14.661, -0.993, 2.059], [-15.469, -1.141, 1.566], [-14.068, -1.682, 1.759], [-17.138, -1.038, -4.270], [-16.281, -1.051, -4.697], [-17.756, -0.853, -4.978], [-17.005, -4.018, 0.634], [-17.137, -4.402, 1.501], [-17.111, -3.076, 0.770], [-17.327, -1.389, 1.089], [-17.412, -1.262, 0.144], [-17.794, -0.647, 1.474]], "lowdin_charge": [-0.83, 0.04, 0.17, 0.17, 0.14, 0.12, 0.10, 0.08, -0.76, 0.03, 0.16, 0.13, 0.11, 0.08, 0.07, 0.11, -0.14, -0.18, -0.20, -0.23, -0.06, -0.15, -0.29, -0.17, -0.07, 0.08, 0.09, 0.09, 0.12, 0.11, 0.11, 0.10, 0.10, 0.11, 0.11, 0.11, 0.12, 0.08, 0.07, 0.09, -0.14, -0.18, -0.20, -0.25, -0.06, -0.14, -0.21, -0.21, -0.08, 0.10, 0.09, 0.06, 0.12, 0.12, 0.11, 0.12, 0.10, 0.10, 0.12, 0.11, 0.10, 0.09, 0.08, 0.08, -0.17, -0.20, -0.11, -0.22, -0.07, -0.24, -0.17, -0.19, -0.18, 0.09, 0.10, 0.08, 0.12, 0.11, 0.10, 0.11, 0.11, 0.12, 0.12, 0.12, 0.12, 0.09, 0.09, 0.09, -0.11, -0.21, -0.23, -0.21, -0.02, -0.18, -0.21, -0.21, -0.10, 0.09, 0.08, 0.08, 0.11, 0.13, 0.12, 0.12, 0.06, 0.09, 0.11, 0.12, 0.12, 0.10, 0.09, 0.09, -0.10, -0.18, -0.20, -0.22, -0.06, -0.23, -0.27, -0.21, -0.06, 0.07, 0.08, 0.10, 0.11, 0.12, 0.12, 0.12, 0.07, 0.12, 0.13, 0.12, 0.13, 0.08, 0.09, 0.09, -0.09, -0.19, -0.24, -0.15, -0.07, -0.23, -0.15, -0.24, -0.10, 0.09, 0.07, 0.09, 0.12, 0.10, 0.12, 0.09, 0.10, 0.12, 0.10, 0.12, 0.12, 0.09, 0.07, 0.08, -0.03, 0.05, 0.04, -0.03, 0.03, 0.01, -0.05, 0.01, -0.01, -0.03, 0.06, 0.05, -0.06, -0.01, -0.02, -0.05, 0.01, 0.04], "total_charge": 0, "lumo_energy_ev": 0.1, "de_lowest_kcal_mol": 99.02, "orbital_gap_ev": 8.20, "mol_weight_g_mol": 1027.35, "spin_multiplicity": 1, "largest_force_ha_per_bohr": 0.1819}

2.
{"formula": "C20H31N5O4", "method": "the ωB97M-V functional and the def2-TZVPD basis", "elements": ["C", "C", "C", "C", "N", "N", "C", "C", "C", "O", "N", "C", "C", "C", "N", "C", "C", "O", "C", "C", "O", "N", "C", "C", "C", "C", "C", "C", "O", "H", "H", "H", "H", "H", "H", "H", "H", "H", "H", "H", "H", "H", "H", "H", "H", "H", "H", "H", "H", "H", "H", "H", "H", "H", "H", "H", "H", "H", "H", "H"], "coordinates": [[0.215, 0.202, -2.569], [1.411, 0.229, -1.622], [1.992, 1.638, -1.551], [2.486, -0.782, -2.050], [2.322, -2.102, -1.461], [2.410, -2.194, -0.066], [1.686, -3.319, 0.300], [1.683, -3.768, 1.732], [0.248, -4.176, 2.043], [-0.132, -5.322, 1.898], [-0.589, -3.168, 2.384], [-0.422, -1.717, 2.168], [-1.887, -1.645, 1.682], [-2.068, -1.305, 0.201], [-2.585, 0.040, -0.049], [-3.764, 0.140, -0.895], [-1.800, 1.085, 0.297], [-0.763, 0.887, 0.930], [-2.268, 2.464, -0.131], [-1.408, 3.702, 0.124], [-1.779, 4.764, -0.344], [-0.298, 3.554, 0.870], [0.525, 4.673, 1.210], [1.989, 4.411, 1.375], [1.490, 5.198, 0.193], [-2.010, -3.153, 2.017], [1.013, -3.813, -0.756], [1.357, -3.002, -1.919], [0.928, -3.013, -3.058], [0.522, 0.504, -3.574], [-0.224, -0.793, -2.652], [-0.556, 0.903, -2.239], [1.084, -0.045, -0.615], [2.349, 1.965, -2.532], [1.232, 2.346, -1.216], [2.832, 1.690, -0.854], [2.480, -0.935, -3.130], [3.480, -0.422, -1.773], [3.367, -2.156, 0.269], [2.314, -4.645, 1.868], [2.034, -2.963, 2.379], [-0.215, -1.172, 3.089], [0.313, -1.443, 1.414], [-2.524, -1.004, 2.289], [-1.118, -1.437, -0.329], [-2.784, -1.994, -0.246], [-4.216, 1.123, -0.826], [-3.524, -0.065, -1.942], [-4.503, -0.588, -0.561], [-2.461, 2.464, -1.205], [-3.232, 2.678, 0.338], [-0.098, 2.625, 1.218], [0.061, 5.399, 1.866], [2.513, 4.930, 2.164], [2.326, 3.400, 1.190], [1.493, 4.708, -0.771], [1.662, 6.264, 0.169], [-2.221, -3.814, 1.173], [-2.681, -3.401, 2.839], [0.314, -4.633, -0.754]], "lowdin_charge": [-0.06, -0.40, -0.07, -0.11, -0.04, 0.09, -0.25, -0.02, -0.48, 0.07, -0.01, -0.09, -0.21, -0.10, -0.09, -0.03, -0.42, 0.04, 0.00, -0.49, 0.06, 0.11, -0.29, -0.10, -0.09, -0.07, 0.08, -0.45, 0.04, 0.09, 0.07, 0.07, 0.11, 0.09, 0.06, 0.08, 0.13, 0.12, 0.16, 0.13, 0.12, 0.12, 0.09, 0.14, 0.12, 0.12, 0.08, 0.10, 0.09, 0.13, 0.14, 0.11, 0.15, 0.10, 0.09, 0.09, 0.10, 0.12, 0.12, 0.12], "total_charge": 0, "lumo_energy_ev": 0.5, "smiles": "CC(C)Cn1[nH]c(CC(=O)N2CC(CN(C)C(=O)CC(=O)NC3CC3)C2)cc1=O", "de_lowest_kcal_mol": 30.77, "orbital_gap_ev": 9.24, "mol_weight_g_mol": 405.50, "spin_multiplicity": 1, "largest_force_ha_per_bohr": 0.0029}

3.
{"formula": "C4H7NO3", "method": "the ωB97M-V functional and the def2-TZVPD basis", "elements": ["C", "C", "N", "C", "C", "O", "O", "O", "H", "H", "H", "H", "H", "H", "H"], "coordinates": [[-0.084, 0.669, -1.548], [-1.630, 0.565, 0.580], [0.949, -1.394, 0.854], [0.794, 0.876, -0.394], [-0.466, 0.077, -0.217], [2.236, -1.725, 0.334], [1.157, 1.920, 0.119], [-0.172, -1.319, -0.129], [2.387, -2.628, 0.673], [0.972, -0.663, 1.569], [-0.613, 1.550, -1.884], [0.262, -0.001, -2.325], [-1.532, 0.257, 1.625], [-2.567, 0.158, 0.187], [-1.692, 1.658, 0.556]], "lowdin_charge": [0.02, 0.01, -0.09, -0.29, -0.46, -0.04, 0.11, -0.03, 0.10, 0.14, 0.12, 0.12, 0.09, 0.09, 0.10], "total_charge": 0, "lumo_energy_ev": -0.3, "smiles": "C[C@@]1(ONO)CC1=O", "de_lowest_kcal_mol": 181.60, "orbital_gap_ev": 8.69, "mol_weight_g_mol": 117.10, "spin_multiplicity": 1, "largest_force_ha_per_bohr": 0.0939}